Entry 1:
Density functional theory data (ωB97M-V/def2-TZVPD) for C35H33N2P2PbS4SbTe as an isolated structure.

Structure (XYZ):
```
79
Properties=species:S:1:pos:R:3:lowdin_charge:R:1
Pb 2.95 0.05 0.64 0.40
Te -2.74 -0.64 -0.99 1.23
C -2.76 -2.00 -2.59 -0.53
C -3.86 -2.18 -3.50 -0.12
C -3.73 -3.05 -4.58 -0.18
N -2.64 -3.80 -4.77 0.03
C -1.69 -3.70 -3.88 -0.20
C -1.69 -2.82 -2.89 -0.16
C -0.69 -0.21 -1.00 -1.02
P 0.01 1.29 -1.82 0.91
C -1.37 1.78 -3.03 -0.39
C -1.60 1.27 -4.31 -0.09
C -2.67 1.71 -5.06 -0.10
C -3.53 2.68 -4.56 -0.09
C -3.27 3.28 -3.30 -0.10
C -2.23 2.77 -2.61 -0.20
C 1.29 0.64 -2.98 -0.43
C 2.28 1.52 -3.39 -0.14
C 3.37 1.11 -4.10 -0.10
C 3.50 -0.21 -4.42 -0.10
C 2.52 -1.13 -4.05 -0.06
C 1.41 -0.68 -3.33 -0.10
P 0.22 -0.87 0.37 0.73
C -0.51 -0.17 1.85 -0.41
C -0.43 -0.74 3.15 -0.12
C -1.16 -0.18 4.18 -0.11
C -1.84 0.99 4.08 -0.11
C -1.76 1.68 2.84 -0.09
C -1.08 1.12 1.77 -0.12
C -0.41 -2.62 0.53 -0.38
C 0.42 -3.56 -0.10 -0.17
C 0.24 -4.96 0.01 -0.13
C -0.74 -5.43 0.89 -0.11
C -1.53 -4.48 1.59 -0.08
C -1.27 -3.10 1.48 -0.14
H -4.86 -1.74 -3.34 0.09
H -4.52 -3.24 -5.28 0.08
H -0.78 -4.28 -4.19 0.12
H -0.89 -2.76 -2.22 0.04
H -0.87 0.58 -4.71 0.10
H -2.84 1.23 -6.00 0.09
H -4.29 2.97 -5.22 0.07
H -3.82 4.20 -2.96 0.11
H -1.98 3.33 -1.66 0.11
H 2.12 2.56 -3.06 0.10
H 4.19 1.80 -4.32 0.10
H 4.17 -0.58 -5.06 0.05
H 2.66 -2.18 -4.27 0.11
H 0.70 -1.44 -2.93 0.09
H 0.17 -1.60 3.16 0.06
H -0.98 -0.68 5.11 0.10
H -2.40 1.28 4.92 0.08
H -2.24 2.62 2.72 0.08
H -1.04 1.70 0.87 0.06
H 1.30 -3.27 -0.60 0.04
H 1.01 -5.61 -0.48 0.12
H -0.75 -6.44 1.16 0.07
H -2.24 -4.84 2.36 0.10
H -1.88 -2.45 2.15 0.11
S 5.91 -2.74 3.53 -0.32
Sb 3.94 -2.71 2.43 -0.24
S 3.00 -0.65 3.18 -0.19
S 3.99 -2.13 0.06 -0.26
S 2.53 -4.44 2.40 -0.18
C 2.35 4.50 3.54 -0.04
C 1.99 3.82 4.82 -0.65
C 0.56 4.16 5.12 -0.06
C 2.12 2.35 4.69 -0.10
C 2.87 4.23 5.96 -0.17
N 3.66 4.71 6.66 0.14
H 1.54 4.18 2.87 0.10
H 3.39 4.29 3.13 0.12
H 2.32 5.50 3.73 0.05
H -0.11 3.63 4.45 0.07
H 0.33 5.24 5.12 0.10
H 0.31 3.79 6.14 0.10
H 1.31 1.97 4.05 0.08
H 1.98 1.73 5.60 0.11
H 3.08 2.02 4.26 0.06
```

The frontier orbital gap comes out at 5.93 eV. The energy comes out at -4439.66370 Eh. As for the charge: -2. The highest occupied orbital energy comes out at -2.30 eV. The value obtained for the relative energy (zero: lowest compared OMol25 entry of this formula, charge and spin) is 31.4 kcal per mole. For the lowest unoccupied orbital energy, the calculation gives 3.6 eV. As for the spin multiplicity: 1.

---

Entry 2:
Density functional theory data (ωB97M-V/def2-TZVPD) for C35H34AsIrS3 as an isolated structure.

Structure (XYZ):
```
74
Properties=species:S:1:pos:R:3:lowdin_charge:R:1
Ir -1.92 -1.00 0.43 0.63
S -4.23 -3.55 3.52 0.44
C -3.42 -2.69 2.38 -1.86
S -1.70 -2.41 2.41 0.39
S -4.14 -1.94 1.02 0.49
C -3.09 1.14 3.06 -0.08
C -2.73 1.76 1.70 -0.58
C -3.70 2.91 1.40 -0.06
C -2.86 0.73 0.61 -0.29
C -1.31 2.35 1.70 -0.19
C -0.54 2.51 2.85 -0.03
C 0.72 3.10 2.79 -0.10
C 1.23 3.54 1.58 -0.11
C 0.48 3.36 0.42 -0.09
C -0.77 2.78 0.49 -0.04
H -4.08 0.69 2.99 0.08
H -3.10 1.90 3.85 0.08
H -2.38 0.35 3.33 0.05
H -4.73 2.54 1.42 0.08
H -3.51 3.34 0.42 0.08
H -3.61 3.70 2.16 0.08
H -3.57 0.98 -0.18 0.03
H -0.93 2.18 3.81 0.10
H 1.30 3.21 3.70 0.10
H 2.21 3.99 1.54 0.10
H 0.88 3.69 -0.53 0.10
H -1.35 2.65 -0.42 0.12
C 2.89 -4.93 0.72 -0.10
C 3.00 -4.10 -0.39 -0.09
C 2.32 -2.89 -0.43 -0.09
C 1.53 -2.49 0.64 -0.34
C 1.42 -3.32 1.75 -0.14
C 2.10 -4.53 1.79 -0.08
As 0.62 -0.76 0.66 1.27
C 1.61 0.14 -0.74 -0.31
C 1.37 0.08 -2.10 -0.08
C 2.19 0.79 -2.97 -0.08
C 3.22 1.57 -2.46 -0.09
C 3.44 1.65 -1.09 -0.03
C 2.64 0.93 -0.22 -0.20
C 2.77 0.88 1.25 -0.21
C 3.74 1.54 2.00 -0.04
C 3.77 1.38 3.38 -0.09
C 2.84 0.57 4.02 -0.09
C 1.86 -0.08 3.28 -0.08
C 1.84 0.08 1.90 -0.29
H 3.42 -5.87 0.75 0.10
H 3.61 -4.40 -1.23 0.10
H 2.42 -2.26 -1.30 0.09
H 0.81 -3.03 2.59 0.03
H 2.00 -5.17 2.66 0.10
H 0.54 -0.51 -2.47 0.07
H 2.03 0.74 -4.03 0.09
H 3.86 2.13 -3.14 0.10
H 4.24 2.27 -0.71 0.10
H 4.48 2.17 1.52 0.11
H 4.53 1.89 3.96 0.10
H 2.87 0.46 5.10 0.10
H 1.13 -0.70 3.77 0.11
C -2.42 0.33 -4.72 -0.06
C -1.99 -1.07 -4.26 -0.64
C -3.05 -2.10 -4.68 -0.07
C -0.64 -1.43 -4.89 -0.06
C -1.89 -1.07 -2.78 -0.17
C -1.88 -1.10 -1.57 -0.25
H -2.52 0.36 -5.80 0.08
H -1.67 1.07 -4.42 0.08
H -3.37 0.61 -4.26 0.08
H -3.17 -2.09 -5.77 0.07
H -4.01 -1.87 -4.22 0.08
H -2.75 -3.10 -4.36 0.08
H -0.74 -1.50 -5.98 0.08
H -0.28 -2.39 -4.51 0.09
H 0.11 -0.67 -4.67 0.05
```

The frontier orbital gap (alpha / beta) comes out at 5.58 / 6.71 eV. The energy comes out at -4888.77405 Eh. As for the charge: -1. The highest occupied orbital energy (alpha / beta) comes out at -3.16 / -4.31 eV. The value obtained for the relative energy (zero: lowest compared OMol25 entry of this formula, charge and spin) is 16.1 kcal per mole. For the lowest unoccupied orbital energy (alpha / beta), the calculation gives 2.4 / 2.4 eV. As for the spin multiplicity: 2.

---

Entry 3:
Density functional theory data (ωB97M-V/def2-TZVPD) for C35H34BrFeIN5O3P2S2Te as an isolated structure.

Structure (XYZ):
```
85
Properties=species:S:1:pos:R:3:lowdin_charge:R:1
Fe 0.07 0.17 0.53 -0.48
C -1.01 -0.32 3.82 -0.24
P 0.44 -0.18 2.73 0.79
C 1.52 0.87 3.77 -0.27
C 1.26 -1.83 2.89 -0.34
C 1.39 -2.49 4.10 -0.07
C 1.96 -3.76 4.16 -0.07
C 2.40 -4.37 2.99 -0.07
C 2.28 -3.72 1.78 -0.08
C 1.71 -2.45 1.72 -0.37
P 1.54 -1.48 0.17 0.86
C 1.25 -2.69 -1.16 -0.20
C 3.29 -1.06 -0.12 -0.24
H -0.70 -0.39 4.86 0.05
H -1.61 -1.19 3.56 0.04
H -1.62 0.58 3.69 -0.04
H 1.61 0.42 4.76 0.05
H 1.06 1.86 3.86 0.05
H 2.52 0.98 3.35 0.03
H 1.03 -2.03 5.01 0.11
H 2.05 -4.27 5.11 0.11
H 2.83 -5.36 3.03 0.11
H 2.62 -4.21 0.87 0.10
H 2.04 -3.43 -1.21 0.05
H 1.22 -2.15 -2.11 0.05
H 0.29 -3.19 -1.05 0.05
H 3.87 -1.97 -0.26 0.06
H 3.66 -0.52 0.75 0.03
H 3.39 -0.43 -1.01 0.05
N 1.39 4.17 -1.84 0.06
C 1.51 3.50 -0.91 -0.61
Te 1.74 2.30 0.75 1.24
C 3.86 2.82 0.79 -0.47
C 4.08 4.09 1.32 -0.16
C 5.37 4.52 1.60 -0.08
C 6.45 3.67 1.39 -0.09
C 6.24 2.40 0.87 -0.09
C 4.94 1.98 0.57 -0.13
H 3.25 4.76 1.51 0.09
H 5.53 5.51 2.00 0.10
H 7.45 4.00 1.62 0.10
H 7.07 1.74 0.69 0.10
H 4.81 1.00 0.14 0.06
S -2.92 -3.26 1.28 1.08
C -3.71 -1.75 1.33 -0.35
C -2.84 -0.75 1.13 -0.27
N -1.52 -1.16 0.94 -0.13
C -1.45 -2.47 1.01 -0.50
H -4.77 -1.67 1.50 0.08
H -3.08 0.31 1.16 -0.01
H -0.54 -3.03 0.92 0.05
O -3.68 -3.24 -8.41 -0.36
S -2.85 -3.65 -7.30 0.38
O -3.54 -3.78 -6.03 -0.37
O -1.91 -4.72 -7.59 -0.36
C -1.74 -2.24 -7.06 -0.33
N -1.04 -1.81 -8.12 0.12
C -0.18 -0.83 -7.92 -0.12
C 0.05 -0.26 -6.67 0.00
C -0.72 -0.77 -5.65 -0.23
N -1.62 -1.73 -5.83 0.16
C -0.60 -0.32 -4.22 -0.12
C 0.52 0.34 -3.73 0.01
C 0.62 0.57 -2.37 -0.16
N -0.32 0.23 -1.49 -0.06
C -1.45 -0.30 -1.98 -0.09
C -1.61 -0.62 -3.32 0.03
H 0.37 -0.48 -8.79 0.11
H 0.76 0.54 -6.53 0.10
H 1.34 0.63 -4.37 0.11
H 1.51 1.04 -1.97 0.06
H -2.24 -0.49 -1.28 0.10
H -2.51 -1.11 -3.66 0.13
Br -3.18 2.48 5.01 0.50
C -4.60 2.92 3.65 -0.69
C -5.73 3.48 4.23 -0.20
C -6.77 3.82 3.37 -0.14
C -6.62 3.60 2.01 -0.14
C -5.44 3.03 1.52 -0.19
C -4.35 2.65 2.34 -0.27
I -1.43 2.26 0.97 0.57
H -5.81 3.66 5.29 0.07
H -7.67 4.26 3.77 0.08
H -7.43 3.86 1.33 0.08
H -5.37 2.89 0.44 0.06
```

The frontier orbital gap comes out at 5.05 eV. The energy comes out at -7736.15405 Eh. As for the charge: -1. The highest occupied orbital energy comes out at -3.86 eV. The value obtained for the relative energy (zero: lowest compared OMol25 entry of this formula, charge and spin) is 80.8 kcal per mole. For the lowest unoccupied orbital energy, the calculation gives 1.2 eV. As for the spin multiplicity: 1.

---

Entry 4:
Density functional theory data (ωB97M-V/def2-TZVPD) for C35H34ClN5O4SZr as an isolated structure.

Structure (XYZ):
```
81
Properties=species:S:1:pos:R:3:lowdin_charge:R:1
Zr 0.40 -0.24 0.09 1.81
O 1.58 -4.24 0.96 0.09
C 1.65 -4.19 2.30 -0.24
C 2.21 -5.27 2.97 0.01
C 2.30 -5.28 4.34 -0.03
C 1.83 -4.20 5.09 -0.06
C 1.31 -3.10 4.45 -0.01
C 1.21 -3.06 3.05 -0.08
C 0.75 -1.87 2.38 -0.36
O 0.33 -1.94 1.15 -0.23
N 0.78 -0.70 3.02 0.12
N 0.53 0.32 2.20 -0.14
C 0.74 1.56 2.53 -0.05
C 0.66 2.54 1.48 -0.27
C 0.77 3.92 1.73 0.03
C 0.74 4.81 0.67 0.00
C 0.59 4.31 -0.62 -0.01
C 0.48 2.94 -0.80 -0.11
N 0.52 2.07 0.21 -0.04
H 1.15 -3.43 0.63 0.08
H 2.58 -6.10 2.38 0.13
H 2.74 -6.13 4.85 0.12
H 1.87 -4.23 6.17 0.11
H 0.97 -2.23 4.99 0.11
H 1.03 1.85 3.54 0.15
H 0.87 4.27 2.74 0.13
H 0.82 5.87 0.84 0.13
H 0.58 4.97 -1.47 0.12
H 0.36 2.52 -1.79 0.13
Cl 5.77 4.24 -0.88 0.73
C 4.75 2.91 -0.50 -0.66
C 4.67 2.46 0.82 -0.05
C 3.85 1.40 1.15 0.02
C 3.05 0.76 0.18 -0.33
O 2.30 -0.27 0.48 -0.20
C 3.12 1.25 -1.17 -0.15
C 2.37 0.61 -2.20 -0.03
N 1.30 -0.10 -1.98 -0.02
C 0.71 -0.86 -3.00 -0.18
C 1.05 -0.84 -4.34 0.02
C 0.45 -1.71 -5.26 -0.03
C -0.48 -2.63 -4.85 0.01
C -0.88 -2.68 -3.50 -0.13
C -1.84 -3.60 -3.02 0.04
C -2.19 -3.56 -1.69 0.00
C -1.60 -2.60 -0.85 -0.08
N -0.68 -1.74 -1.26 -0.02
C -0.31 -1.77 -2.57 -0.13
C 4.02 2.29 -1.49 -0.04
H 5.27 2.94 1.58 0.12
H 3.82 1.02 2.16 0.13
H 2.77 0.73 -3.21 0.14
H 1.79 -0.15 -4.72 0.11
H 0.75 -1.66 -6.29 0.12
H -0.91 -3.34 -5.55 0.13
H -2.28 -4.31 -3.70 0.14
H -2.91 -4.25 -1.28 0.12
H -1.87 -2.56 0.20 0.11
H 4.11 2.62 -2.51 0.12
C -3.89 3.92 -0.53 -0.10
C -4.58 2.93 0.41 -0.29
C -4.02 1.53 0.25 -0.30
S -2.34 1.50 1.01 1.06
O -1.61 0.39 0.24 -0.66
C -2.74 0.77 2.66 -0.28
C -2.67 -0.75 2.71 -0.28
C -3.95 -1.46 2.28 -0.08
H -4.24 4.93 -0.33 0.09
H -4.12 3.67 -1.56 0.09
H -2.81 3.90 -0.39 0.05
H -5.65 2.92 0.18 0.13
H -4.48 3.26 1.45 0.11
H -3.88 1.27 -0.80 0.11
H -4.64 0.78 0.74 0.08
H -3.72 1.15 2.94 0.11
H -2.00 1.20 3.33 0.08
H -2.42 -1.05 3.73 0.13
H -1.84 -1.07 2.06 0.06
H -4.78 -1.15 2.90 0.09
H -3.82 -2.53 2.41 0.08
H -4.19 -1.28 1.24 0.06
```

The frontier orbital gap comes out at 6.38 eV. The energy comes out at -2834.01477 Eh. As for the charge: +2. The highest occupied orbital energy comes out at -12.86 eV. The value obtained for the relative energy (zero: lowest compared OMol25 entry of this formula, charge and spin) is 20.2 kcal per mole. For the lowest unoccupied orbital energy, the calculation gives -6.5 eV. As for the spin multiplicity: 1.

---

Entry 5:
Density functional theory data (ωB97M-V/def2-TZVPD) for C35H34ClZr as an isolated structure.

Structure (XYZ):
```
71
Properties=species:S:1:pos:R:3:lowdin_charge:R:1
Cl 7.84 -0.21 4.38 0.60
C 6.18 -0.20 4.02 -0.77
C 5.51 1.01 3.79 -0.15
C 4.17 1.02 3.38 -0.06
C 3.45 -0.20 3.14 -0.20
C 2.03 -0.22 2.87 -0.26
C 1.22 -1.45 3.24 -0.17
C -0.17 -0.93 3.63 -0.20
C -0.02 0.58 3.56 -0.17
C 1.23 0.94 3.07 -0.12
C 4.15 -1.41 3.46 -0.07
C 5.49 -1.42 3.87 -0.14
H 6.03 1.95 3.96 0.09
H 3.63 1.96 3.31 0.08
H 1.22 -2.23 2.47 0.06
H 1.67 -1.92 4.12 0.09
H -0.99 -1.34 3.02 0.06
H -0.40 -1.23 4.67 0.09
H -0.82 1.27 3.88 0.07
H 1.58 1.96 2.90 0.09
H 3.59 -2.36 3.46 0.09
H 5.99 -2.36 4.08 0.09
C 2.26 2.94 -3.77 -0.13
C 2.83 1.68 -3.48 -0.11
C 2.21 0.77 -2.62 -0.05
C 1.03 1.12 -1.90 -0.31
C 0.52 0.30 -0.80 -0.05
Zr -2.53 0.52 -1.25 1.53
C -3.24 -1.59 -0.78 -0.24
C -2.02 -2.43 -0.85 -0.32
C -1.17 -2.49 0.28 -0.06
C -0.01 -3.25 0.24 -0.08
C 0.32 -3.97 -0.92 -0.09
C -0.53 -3.94 -2.03 -0.10
C -1.70 -3.19 -2.00 -0.06
C -2.73 1.70 -3.32 -0.23
C -2.22 0.41 -3.68 -0.19
C -3.30 -0.52 -3.58 -0.17
C -4.44 0.16 -3.09 -0.15
C -4.10 1.52 -2.89 -0.22
C -1.81 2.34 0.10 -0.18
C -1.97 1.17 0.91 -0.21
C -3.37 0.83 0.92 -0.19
C -4.05 1.72 0.05 -0.22
C -3.10 2.67 -0.45 -0.20
C 0.41 2.36 -2.32 -0.10
C 1.03 3.25 -3.20 -0.12
H 2.78 3.65 -4.40 0.09
H 3.79 1.41 -3.96 0.10
H 2.63 -0.23 -2.44 0.11
H 0.40 -0.77 -0.96 0.01
H 0.82 0.52 0.24 0.05
H -3.70 -1.61 0.21 0.04
H -4.00 -1.89 -1.52 0.04
H -1.44 -1.92 1.18 0.09
H 0.63 -3.30 1.12 0.08
H 1.23 -4.58 -0.94 0.10
H -0.29 -4.53 -2.92 0.10
H -2.39 -3.18 -2.87 0.09
H -2.24 2.65 -3.52 0.11
H -1.23 0.22 -4.11 0.12
H -3.25 -1.57 -3.87 0.10
H -5.44 -0.27 -2.94 0.12
H -4.81 2.32 -2.63 0.11
H -0.87 2.89 0.00 0.12
H -1.17 0.64 1.42 0.08
H -3.83 0.06 1.54 0.12
H -5.13 1.77 -0.08 0.12
H -3.33 3.57 -1.03 0.12
H -0.57 2.66 -1.92 0.05
H 0.54 4.20 -3.43 0.10
```

The frontier orbital gap comes out at 3.81 eV. The energy comes out at -1861.22847 Eh. As for the charge: -1. The highest occupied orbital energy comes out at -1.78 eV. For the lowest unoccupied orbital energy, the calculation gives 2.0 eV. As for the spin multiplicity: 1.

---

Entry 6:
Density functional theory data (ωB97M-V/def2-TZVPD) for C35H34CoN8O as an isolated structure.

Structure (XYZ):
```
79
Properties=species:S:1:pos:R:3:lowdin_charge:R:1
Co 1.35 -0.15 0.39 0.50
C 2.54 2.29 -0.59 -0.10
N 1.35 1.98 0.25 -0.17
C 1.57 2.45 1.64 -0.08
C 1.06 1.47 2.67 -0.22
C 0.53 1.89 3.88 0.01
C 0.21 0.94 4.84 -0.02
C 0.43 -0.40 4.56 -0.02
C 0.93 -0.74 3.31 -0.08
N 1.23 0.17 2.38 0.05
C 0.13 2.53 -0.36 -0.04
C 0.22 0.70 -2.24 -0.27
C -0.61 -0.15 -3.16 -0.06
C 0.06 -1.07 -3.88 -0.09
C 1.43 -1.35 -3.58 -0.08
C 1.86 -0.96 -2.34 -0.17
N 1.19 -0.12 -1.53 -0.05
C 3.72 1.44 -0.19 -0.24
C 5.02 1.88 -0.35 0.01
C 6.06 1.06 0.03 -0.02
C 5.77 -0.17 0.61 -0.02
C 4.44 -0.53 0.75 -0.10
N 3.43 0.24 0.34 0.07
H 2.28 2.07 -1.62 0.12
H 2.80 3.35 -0.51 0.15
H 2.65 2.52 1.79 0.14
H 1.17 3.45 1.81 0.14
H 0.40 2.95 4.07 0.13
H -0.20 1.24 5.79 0.13
H 0.21 -1.17 5.28 0.12
H 1.10 -1.77 3.04 0.11
H -0.52 2.91 0.43 0.15
H 0.38 3.37 -1.01 0.14
H -1.67 0.02 -3.31 0.10
H -0.45 -1.65 -4.64 0.11
H 2.02 -2.02 -4.18 0.10
H 2.78 -1.37 -1.93 0.10
H 5.21 2.86 -0.78 0.13
H 7.09 1.37 -0.09 0.13
H 6.55 -0.83 0.95 0.12
H 4.16 -1.47 1.22 0.11
C -4.22 1.69 -2.21 0.08
N -2.90 1.54 -1.58 0.03
N -2.69 0.54 -0.60 0.11
C -1.36 0.52 -0.31 -0.31
O -0.85 -0.15 0.56 0.09
C -0.65 1.49 -1.20 -0.21
C -1.80 2.10 -1.94 -0.16
C -1.73 3.11 -3.03 0.05
C -3.75 -0.08 0.15 -0.22
C -3.84 -1.46 0.09 0.00
C -4.79 -2.10 0.86 -0.04
C -5.65 -1.35 1.65 -0.04
C -5.56 0.03 1.69 -0.05
C -4.58 0.68 0.95 -0.02
H -4.92 1.03 -1.71 0.10
H -4.12 1.40 -3.26 0.12
H -4.54 2.72 -2.13 0.12
H 0.74 1.50 -2.81 0.15
H -0.71 3.42 -3.20 0.10
H -2.33 3.99 -2.78 0.12
H -2.13 2.69 -3.95 0.12
H -3.17 -2.02 -0.56 0.13
H -4.86 -3.18 0.84 0.10
H -6.41 -1.86 2.24 0.12
H -6.23 0.61 2.31 0.12
H -4.48 1.76 1.00 0.12
N -2.68 -4.87 1.16 0.20
C -1.57 -4.63 0.95 -0.15
C -0.22 -4.21 0.67 -0.18
C 0.79 -5.08 0.30 0.03
C 2.03 -4.53 0.01 0.00
C 2.19 -3.16 0.08 -0.10
N 1.22 -2.31 0.44 0.05
C 0.04 -2.85 0.75 -0.07
H 0.62 -6.15 0.24 0.14
H 2.86 -5.16 -0.29 0.13
H 3.14 -2.72 -0.19 0.09
H -0.75 -2.18 1.04 0.11
```

The frontier orbital gap (alpha / beta) comes out at 6.02 / 6.01 eV. The energy comes out at -3249.69131 Eh. As for the charge: +2. The highest occupied orbital energy (alpha / beta) comes out at -11.86 / -11.84 eV. The value obtained for the relative energy (zero: lowest compared OMol25 entry of this formula, charge and spin) is 68.8 kcal per mole. For the lowest unoccupied orbital energy (alpha / beta), the calculation gives -5.8 / -5.8 eV. As for the spin multiplicity: 2.

---

no.,F_max (eV/Å)
1,4.12
2,2.99
3,0.73
4,3.06
5,3.71
6,0.50